# 1
Computed, not measured: C24H27BCl3GeN9PtS2 as an isolated structure at a distorted geometry, with ωB97M-V/def2-TZVPD.

## Properties
expectation value of S² = 0.77
HOMO (spin up / spin down) = -16.205 / -16.217 eV
Kohn-Sham gap (spin up / spin down) = 7.1 / 5.5 eV
charge = +3
2S+1 = 2
DFT total energy = -5820.9454 Eh
LUMO level (spin up / spin down) = -9.107 / -10.691 eV

CARTESIAN COORDINATES (ANGSTROEM)
Pt  0.42  0.11  0.12
C  0.55  -2.55  2.39
N  -0.67  -2.02  1.81
C  -1.53  -1.26  2.70
C  -1.42  0.22  2.51
N  -0.75  0.89  1.57
C  -0.93  2.26  1.82
C  -0.38  3.39  1.23
C  -0.76  4.62  1.74
C  -1.65  4.73  2.82
C  -2.16  3.61  3.44
C  -1.76  2.38  2.93
N  -2.04  1.08  3.33
C  1.67  -1.55  2.34
N  1.66  -0.41  1.66
C  2.91  0.19  1.85
C  3.42  1.41  1.41
C  4.70  1.73  1.80
C  5.46  0.89  2.62
C  4.95  -0.31  3.09
C  3.66  -0.63  2.69
N  2.83  -1.71  2.98
H  0.42  -2.88  3.43
H  0.85  -3.43  1.82
H  -1.19  -2.76  1.37
H  -2.57  -1.55  2.54
H  -1.31  -1.47  3.76
H  0.35  3.33  0.43
H  -0.35  5.52  1.31
H  -1.93  5.71  3.18
H  -2.83  3.68  4.30
H  -2.60  0.81  4.13
H  2.83  2.08  0.80
H  5.14  2.67  1.48
H  6.45  1.18  2.91
H  5.52  -0.96  3.74
H  3.06  -2.49  3.57
C  1.02  -4.70  -2.18
N  0.48  -3.74  -3.14
C  0.55  -3.86  -4.47
C  -0.10  -2.76  -5.02
N  -0.56  -2.00  -4.01
B  -1.15  -0.56  -4.30
N  -2.22  -0.09  -3.28
C  -3.57  -0.32  -3.39
C  -4.21  0.42  -2.46
N  -3.24  1.12  -1.78
C  -3.53  2.08  -0.71
C  -2.05  0.79  -2.29
S  -0.61  1.48  -1.52
C  -0.22  -2.59  -2.82
S  -0.65  -2.11  -1.29
H  1.82  -5.25  -2.66
H  0.24  -5.38  -1.86
H  1.41  -4.16  -1.32
H  1.03  -4.69  -4.96
H  -0.24  -2.49  -6.05
H  -1.63  -0.59  -5.39
H  -0.25  0.23  -4.22
H  -3.96  -0.97  -4.15
H  -5.25  0.54  -2.24
H  -4.51  2.51  -0.90
H  -2.79  2.88  -0.71
H  -3.52  1.58  0.26
Cl  2.00  3.32  -1.86
Ge  1.40  1.50  -2.70
Cl  2.01  1.41  -4.68
Cl  2.29  -0.13  -1.54

=====

# 2
Computed, not measured: C14H44N7O8P3S as an isolated structure at a distorted geometry, with ωB97M-V/def2-TZVPD.

## Properties
HOMO = -7.725 eV
Kohn-Sham gap = 6.7 eV
DFT total energy = -2967.0310 Eh
LUMO level = -1.008 eV

CARTESIAN COORDINATES (ANGSTROEM)
C  -2.17  0.81  -3.44
C  -2.77  -0.62  -3.16
N  -1.81  -1.73  -3.23
O  -1.64  -2.25  -4.52
S  -0.08  -2.09  -5.15
O  0.77  -3.08  -4.41
O  0.49  -0.52  -4.75
P  0.49  0.48  -6.13
O  0.00  1.88  -5.84
O  -0.43  -0.28  -7.29
O  2.10  0.60  -6.58
H  -2.90  1.55  -3.00
H  -1.19  1.00  -2.94
H  -2.16  1.00  -4.54
H  -3.57  -0.80  -3.93
H  -3.22  -0.64  -2.13
H  -0.92  -1.52  -2.77
H  -1.35  -0.24  -6.94
H  2.64  0.27  -5.84
O  -0.22  3.45  -1.13
P  1.29  3.46  -0.85
N  1.12  2.47  0.53
C  1.62  2.66  1.87
C  1.03  1.05  0.23
N  1.34  5.16  -0.54
C  0.76  5.72  0.67
C  0.87  5.95  -1.69
N  3.08  3.39  -0.64
C  3.85  4.33  0.15
C  3.75  3.22  -1.94
H  2.68  2.38  1.97
H  1.05  2.05  2.58
H  1.50  3.68  2.23
H  2.02  0.61  0.09
H  0.45  0.88  -0.68
H  0.52  0.50  1.03
H  -0.23  5.31  0.90
H  0.67  6.81  0.60
H  1.42  5.57  1.52
H  -0.22  5.98  -1.75
H  1.25  5.53  -2.63
H  1.25  6.98  -1.63
H  3.92  5.32  -0.31
H  4.87  3.95  0.27
H  3.46  4.45  1.16
H  3.70  4.15  -2.54
H  3.26  2.43  -2.52
H  4.79  2.94  -1.82
O  0.50  -2.08  2.96
P  -0.39  -3.34  2.96
N  -1.31  -2.86  1.60
C  -2.74  -2.81  1.43
C  -0.66  -3.13  0.33
N  -1.09  -2.98  4.50
C  -2.07  -1.91  4.65
C  -0.07  -2.82  5.55
N  -1.20  -4.94  3.00
C  -2.41  -5.23  3.74
C  -0.22  -6.01  3.26
H  -3.17  -3.80  1.20
H  -3.00  -2.14  0.60
H  -3.26  -2.40  2.29
H  -0.81  -4.17  0.02
H  0.41  -2.94  0.39
H  -1.04  -2.47  -0.46
H  -1.79  -1.00  4.12
H  -2.23  -1.67  5.70
H  -3.05  -2.24  4.30
H  0.40  -1.83  5.52
H  0.72  -3.57  5.44
H  -0.52  -2.97  6.54
H  -2.25  -5.26  4.83
H  -2.79  -6.21  3.44
H  -3.21  -4.52  3.54
H  0.12  -5.99  4.31
H  0.66  -5.88  2.62
H  -0.64  -6.99  3.05

=====

# 3
Computed, not measured: C27H28ClGdNO3P2 as an isolated structure at a distorted geometry, with ωB97M-V/def2-TZVPD.

## Properties
expectation value of S² = 16.08
HOMO (spin up / spin down) = -10.493 / -10.508 eV
Kohn-Sham gap (spin up / spin down) = 7.1 / 6.3 eV
charge = +1
2S+1 = 8
DFT total energy = -3234.5463 Eh
LUMO level (spin up / spin down) = -3.348 / -4.197 eV

CARTESIAN COORDINATES (ANGSTROEM)
C  -1.49  3.42  -3.67
C  -1.34  2.06  -3.44
C  -0.08  1.43  -3.71
C  1.01  2.25  -4.19
C  0.81  3.63  -4.41
C  -0.42  4.21  -4.13
C  2.25  1.63  -4.34
C  2.42  0.26  -4.16
C  1.27  -0.50  -3.71
C  1.44  -1.90  -3.44
C  2.69  -2.48  -3.58
C  3.80  -1.73  -4.01
C  3.67  -0.39  -4.31
H  -2.46  3.88  -3.47
H  1.65  4.23  -4.77
H  -0.58  5.27  -4.28
H  3.10  2.22  -4.71
H  2.80  -3.54  -3.34
H  4.76  -2.24  -4.11
H  4.52  0.20  -4.66
N  0.12  0.13  -3.38
Gd  0.03  -0.12  0.38
C  -2.43  1.23  -2.83
H  -2.45  0.22  -3.25
H  -3.41  1.71  -2.94
C  0.26  -2.69  -2.92
H  -0.67  -2.38  -3.42
H  0.41  -3.77  -3.05
P  -2.13  0.99  -1.01
P  0.01  -2.36  -1.13
C  1.32  -3.39  -0.37
H  1.22  -3.37  0.73
H  1.22  -4.43  -0.72
H  2.31  -3.01  -0.63
C  -1.48  -3.33  -0.75
H  -1.33  -4.38  -1.05
H  -1.69  -3.28  0.32
H  -2.34  -2.91  -1.29
C  -2.47  2.70  -0.43
H  -3.43  3.05  -0.83
H  -2.51  2.70  0.67
H  -1.67  3.37  -0.74
C  -3.72  0.22  -0.55
H  -3.76  0.09  0.54
H  -4.55  0.86  -0.89
H  -3.80  -0.77  -1.01
C  2.69  -0.24  0.94
O  3.77  -0.40  1.29
H  1.27  0.80  -0.91
Cl  -2.76  -0.18  8.28
C  -2.29  -0.59  6.69
C  -1.20  -1.46  6.48
C  -0.78  -1.73  5.18
C  -1.45  -1.13  4.11
C  -2.59  -0.35  4.32
C  -2.99  -0.03  5.61
C  -0.90  -1.11  2.74
O  0.32  -1.35  2.45
O  -1.68  -0.67  1.80
H  -0.71  -1.91  7.34
H  0.07  -2.38  4.98
H  -3.13  0.05  3.46
H  -3.82  0.64  5.78

=====

# 4
Computed, not measured: C18H54Fe2N2O16P as an isolated structure at a distorted geometry, with ωB97M-V/def2-TZVPD.

## Properties
expectation value of S² = 20.01
HOMO (spin up / spin down) = -11.195 / -11.119 eV
Kohn-Sham gap (spin up / spin down) = 8.2 / 7.8 eV
charge = +1
2S+1 = 9
DFT total energy = -4900.2583 Eh
LUMO level (spin up / spin down) = -3.019 / -3.319 eV

CARTESIAN COORDINATES (ANGSTROEM)
Fe  -6.88  8.14  19.66
Fe  -5.04  4.71  20.44
P  -6.48  6.21  21.42
O  -6.94  4.76  21.19
O  -7.39  7.46  21.49
O  -5.91  6.44  19.94
O  -5.09  6.10  22.09
C  -9.97  4.28  22.76
O  -9.47  3.69  21.57
H  -10.48  5.22  22.56
H  -10.74  3.61  23.15
H  -9.21  4.42  23.53
H  -8.67  4.16  21.29
C  -6.90  2.64  19.07
O  -5.77  3.47  18.78
H  -7.85  3.12  18.83
H  -6.88  1.71  18.50
H  -6.91  2.45  20.14
H  -5.49  3.36  17.86
C  -6.40  7.84  15.35
C  -7.05  8.16  16.70
C  -7.82  6.97  17.26
O  -8.47  7.41  18.46
C  -9.45  6.46  18.86
N  -6.05  8.67  17.69
H  -7.14  7.50  14.62
H  -5.63  7.08  15.52
H  -5.88  8.71  14.96
H  -7.77  8.97  16.57
H  -7.14  6.16  17.57
H  -8.53  6.58  16.53
H  -10.31  6.53  18.19
H  -9.84  6.68  19.86
H  -9.13  5.42  18.89
H  -5.16  8.21  17.51
H  -5.88  9.62  17.39
C  -2.29  10.40  22.03
C  -2.65  8.92  22.04
C  -1.72  8.04  22.86
O  -0.35  8.19  22.53
C  0.02  7.55  21.33
N  -4.05  8.76  22.48
H  -2.93  11.04  21.42
H  -1.24  10.59  21.81
H  -2.45  10.83  23.03
H  -2.62  8.59  20.99
H  -2.00  6.99  22.68
H  -1.85  8.21  23.93
H  0.10  6.47  21.45
H  1.02  7.92  21.07
H  -0.65  7.85  20.52
H  -4.17  8.98  23.47
H  -4.29  7.77  22.41
C  -7.57  11.04  20.14
C  -6.32  10.79  20.93
O  -5.60  9.66  20.40
O  -8.26  9.84  19.76
H  -7.30  11.56  19.20
H  -8.22  11.78  20.61
H  -6.55  10.60  21.99
H  -5.62  11.63  20.97
H  -4.84  9.53  21.04
H  -9.18  9.92  20.02
C  -10.19  8.33  23.45
C  -9.17  9.43  23.70
O  -7.84  8.94  23.77
O  -10.09  7.72  22.17
H  -11.19  8.72  23.60
H  -10.00  7.56  24.21
H  -9.39  9.89  24.67
H  -9.22  10.21  22.93
H  -7.63  8.45  22.95
H  -9.15  7.72  21.91
C  -6.44  6.36  25.51
C  -5.05  5.76  25.62
O  -4.17  6.39  24.70
O  -6.35  7.75  25.78
H  -7.22  5.93  26.14
H  -6.75  6.19  24.46
H  -5.03  4.69  25.40
H  -4.67  5.91  26.63
H  -4.53  6.27  23.80
H  -6.83  8.22  25.08
C  -4.30  2.77  22.85
C  -5.60  2.26  23.44
O  -6.58  3.26  23.61
O  -4.38  2.95  21.39
H  -3.48  2.07  23.04
H  -4.10  3.76  23.24
H  -5.42  1.77  24.39
H  -6.03  1.49  22.78
H  -6.78  3.65  22.74
H  -4.34  2.08  20.97

=====

# 5
Computed, not measured: an isolated molecule of C5H13NS at a distorted geometry, with ωB97M-V/def2-TZVPD.

## Properties
HOMO = -7.902 eV
Kohn-Sham gap = 8.8 eV
SMILES string = CC(C)SN(C)C
DFT total energy = -651.1941 Eh
LUMO level = 0.947 eV

CARTESIAN COORDINATES (ANGSTROEM)
C  2.09  1.23  0.26
C  2.32  -1.30  0.05
C  -2.34  -1.10  -0.44
C  -2.22  1.24  0.13
C  1.48  -0.07  -0.16
N  -1.51  -0.01  0.00
S  -0.31  -0.35  1.10
H  2.37  1.19  1.32
H  2.99  1.43  -0.32
H  1.39  2.04  0.11
H  2.64  -1.36  1.09
H  3.20  -1.27  -0.59
H  1.75  -2.20  -0.19
H  -2.72  -0.88  -1.44
H  -1.74  -2.01  -0.48
H  -3.19  -1.27  0.23
H  -1.54  1.99  0.54
H  -2.56  1.57  -0.85
H  -3.09  1.16  0.79
H  1.00  -0.03  -1.14

=====

# 6
Computed, not measured: a 2-piece molecular cluster, C4H11NO overall at a distorted geometry, with ωB97M-V/def2-TZVPD.

## Properties
HOMO = -8.139 eV
Kohn-Sham gap = 8.9 eV
DFT total energy = -288.8798 Eh
LUMO level = 0.772 eV

CARTESIAN COORDINATES (ANGSTROEM)
C  1.16  0.25  0.35
C  -1.21  0.46  0.39
C  0.58  -0.17  -1.63
C  -1.59  -0.90  0.96
N  0.08  0.91  0.84
O  2.32  0.99  0.42
H  3.08  0.42  0.25
H  0.19  1.91  0.77
H  1.24  -0.79  0.65
H  -0.88  0.22  -0.80
H  -1.95  1.22  0.65
H  1.32  -0.96  -1.79
H  -0.24  -0.53  -2.26
H  0.98  0.75  -2.06
H  -2.63  -1.12  0.72
H  -0.99  -1.70  0.51
H  -1.46  -0.95  2.04

=====

Question: Which of these has the lowest DFT total energy?
Answer: C24H27BCl3GeN9PtS2